1.
DFT (ωB97M-V with the def2-TZVPD basis set) results for a molecular structure, C50H45N3O2P2RhS4 at a distorted geometry.

Results
<S²>: 6.078
LUMO level (spin up / spin down) in eV: -1.9 / -4.1
E in a.u.: -4632.776526
Molar mass in g/mol: 1013.05
Orbital gap (spin up / spin down) in Ha: 0.2703 / 0.2105

Geometry as ORCA input:
```
! wB97M-V def2-TZVPD RIJCOSX def2/J DEFGRID3
* xyz 1 5
Rh -0.08 0.33 0.27
C 5.23 -6.10 -0.80
S 5.47 -4.63 -1.84
C 5.81 -3.37 -0.57
C 4.54 -2.81 0.05
C 3.65 -2.19 -1.03
N 2.43 -1.64 -0.49
P 2.03 0.03 -0.52
C 3.50 0.75 0.28
C 3.50 0.87 1.66
C 4.64 1.26 2.33
C 5.80 1.55 1.63
C 5.80 1.47 0.24
C 4.65 1.07 -0.43
C 2.18 0.63 -2.24
C 2.04 2.01 -2.38
C 2.00 2.58 -3.64
C 2.08 1.77 -4.76
C 2.20 0.40 -4.62
C 2.26 -0.18 -3.36
P 1.00 -2.52 -0.18
C 1.51 -4.26 -0.28
C 1.65 -4.99 0.86
C 1.53 -6.39 0.98
C 0.76 -7.23 0.17
C 0.03 -6.92 -0.94
C 0.09 -5.69 -1.74
C 0.71 -2.19 1.59
C -0.58 -2.33 2.11
C -0.80 -2.12 3.46
C 0.25 -1.78 4.29
C 1.53 -1.64 3.78
C 1.76 -1.85 2.43
H 4.89 -6.89 -1.46
H 4.49 -5.90 -0.04
H 6.18 -6.39 -0.36
H 6.37 -2.59 -1.07
H 6.44 -3.83 0.19
H 4.81 -2.05 0.79
H 3.99 -3.60 0.56
H 3.41 -2.97 -1.77
H 4.20 -1.39 -1.54
H 2.58 0.66 2.20
H 4.64 1.34 3.41
H 6.70 1.84 2.15
H 6.69 1.71 -0.31
H 4.66 1.01 -1.51
H 1.97 2.62 -1.49
H 1.91 3.65 -3.74
H 2.04 2.21 -5.75
H 2.26 -0.23 -5.50
H 2.35 -1.25 -3.26
H 1.85 -4.46 1.78
H 1.91 -6.82 1.90
H 0.65 -8.24 0.54
H -0.64 -7.68 -1.32
H -0.13 -5.91 -2.79
H -1.39 -2.63 1.45
H -1.79 -2.23 3.86
H 0.08 -1.62 5.35
H 2.35 -1.36 4.42
H 2.76 -1.78 2.03
O 0.74 1.87 1.06
C 0.34 3.07 0.77
C 1.27 4.13 0.82
C 0.93 5.40 0.42
C -0.36 5.67 -0.03
C -1.33 4.69 0.03
C -1.02 3.40 0.46
C -2.04 2.41 0.73
N -1.86 1.11 0.94
C -3.04 0.60 1.37
C -3.97 1.60 1.40
N -3.33 2.73 0.99
H 2.27 3.90 1.17
H 1.66 6.18 0.44
H -0.61 6.65 -0.41
H -2.34 4.92 -0.27
H -3.15 -0.42 1.65
H -5.01 1.59 1.66
H -3.73 3.66 0.96
O -0.92 -1.33 -0.63
C -1.51 -1.80 -1.80
C -0.76 -3.08 -2.19
C 0.42 -3.07 -2.95
C 1.46 -3.94 -2.77
C 1.42 -4.92 -1.64
S -1.26 -4.47 -1.26
C -1.47 -0.77 -2.90
C -1.13 0.55 -2.81
C -1.24 1.23 -4.05
C -1.68 0.43 -5.05
S -1.96 -1.17 -4.51
C -2.95 -2.27 -1.62
C -3.66 -2.99 -2.54
C -4.95 -3.35 -2.10
C -5.21 -2.91 -0.85
S -3.88 -2.05 -0.18
H 0.49 -2.29 -3.69
H 2.27 -3.99 -3.47
H 2.23 -5.65 -1.73
H -0.80 1.04 -1.90
H -1.00 2.28 -4.17
H -1.86 0.67 -6.08
H -3.26 -3.27 -3.50
H -5.64 -3.91 -2.71
H -6.10 -3.03 -0.27
*
```

---

2.
DFT (ωB97M-V with the def2-TZVPD basis set) results for a molecular structure, C50H46O8P2Pd at a distorted geometry.

Results
LUMO level in eV: -1.8
Energy above the lowest of the compared OMol25 structures with the same formula, charge and spin in eV: 0.689
E in a.u.: -3345.380171
Molar mass in g/mol: 943.28
Orbital gap in Ha: 0.1499

Geometry as ORCA input:
```
! wB97M-V def2-TZVPD RIJCOSX def2/J DEFGRID3
* xyz 0 1
C -4.24 -3.21 0.96
C -4.73 -1.93 0.31
C -4.76 -0.76 1.13
C -5.23 0.50 0.64
C -5.24 1.64 1.62
O -5.60 0.71 -0.53
O -5.06 -1.96 -0.88
H -3.94 -3.06 1.99
H -5.05 -3.95 0.91
H -3.40 -3.60 0.38
H -4.43 -0.83 2.16
H -4.86 1.34 2.60
H -4.63 2.46 1.22
H -6.26 2.01 1.72
C 4.53 0.46 2.00
C 4.76 -0.70 1.27
C 4.21 -0.86 -0.01
C 3.45 0.17 -0.52
O 2.82 0.00 -1.82
P 1.79 -1.28 -1.86
O 1.30 -1.45 -3.42
C 2.06 -0.79 -4.41
C 2.71 -1.57 -5.33
C 3.57 -0.94 -6.24
C 3.76 0.44 -6.19
C 3.06 1.20 -5.26
C 2.20 0.57 -4.35
O 2.64 -2.62 -1.37
C 2.47 -3.83 -2.12
C 3.48 -4.75 -2.11
C 3.35 -5.89 -2.92
C 2.22 -6.07 -3.71
C 1.20 -5.14 -3.67
C 1.32 -4.00 -2.86
Pd -0.07 -0.27 -1.00
P -0.10 1.47 0.44
O 0.71 1.47 1.89
C 0.88 2.69 2.62
C 0.96 2.65 3.98
C 1.10 3.86 4.67
C 1.17 5.06 3.99
C 1.10 5.07 2.60
C 0.96 3.87 1.92
O 0.30 2.80 -0.49
C -0.77 3.70 -0.84
C -0.53 5.04 -0.73
C -1.59 5.93 -0.96
C -2.84 5.45 -1.31
C -3.04 4.08 -1.44
C -1.98 3.19 -1.20
O -1.70 1.61 0.89
C -2.00 1.70 2.27
C -2.49 2.90 2.71
C -2.77 3.04 4.07
C -2.53 2.00 4.95
C -2.02 0.80 4.47
C -1.74 0.65 3.11
C -1.08 -1.79 0.20
C -0.37 -2.97 0.70
C 0.30 -2.87 1.93
C 0.93 -3.98 2.47
C 0.91 -5.20 1.79
C 0.31 -5.28 0.54
C -0.33 -4.18 -0.01
C -1.67 -1.69 -1.08
C -2.28 -0.47 -1.44
C 3.21 1.32 0.17
C 3.76 1.47 1.45
H 4.94 0.57 3.00
H 5.37 -1.50 1.70
H 4.39 -1.77 -0.55
H 2.58 -2.64 -5.36
H 4.11 -1.53 -6.97
H 4.46 0.92 -6.87
H 3.20 2.28 -5.22
H 1.69 1.17 -3.61
H 4.37 -4.62 -1.51
H 4.14 -6.63 -2.94
H 2.13 -6.94 -4.35
H 0.29 -5.28 -4.26
H 0.51 -3.29 -2.85
H 0.90 1.71 4.52
H 1.15 3.85 5.76
H 1.29 6.00 4.53
H 1.18 6.00 2.05
H 0.96 3.91 0.85
H 0.45 5.44 -0.48
H -1.42 7.00 -0.87
H -3.66 6.13 -1.50
H -4.02 3.69 -1.73
H -2.16 2.13 -1.32
H -2.66 3.72 2.02
H -3.16 3.99 4.44
H -2.75 2.11 6.01
H -1.81 -0.02 5.16
H -1.31 -0.29 2.77
H -1.27 -1.01 0.95
H 0.35 -1.91 2.44
H 1.45 -3.90 3.41
H 1.38 -6.07 2.23
H 0.35 -6.21 -0.03
H -0.80 -4.26 -0.99
H -1.63 -2.50 -1.78
H -2.53 0.25 -0.66
H -2.76 -0.35 -2.40
H 2.58 2.10 -0.24
H 3.57 2.38 2.01
*
```

---

3.
DFT (ωB97M-V with the def2-TZVPD basis set) results for a molecular structure, C50H47Cl2GeN7OS2Tc at a distorted geometry.

Results
<S²>: 2.025
LUMO level (spin up / spin down) in eV: -9.2 / -9.5
Energy above the lowest of the compared OMol25 structures with the same formula, charge and spin in eV: 0.000
E in a.u.: -6265.707440
Molar mass in g/mol: 1067.62
Orbital gap (spin up / spin down) in Ha: 0.2335 / 0.2212

Geometry as ORCA input:
```
! wB97M-V def2-TZVPD RIJCOSX def2/J DEFGRID3
* xyz 3 3
Tc -1.24 0.06 0.48
Cl -1.84 -3.34 3.89
C -2.25 -1.67 3.90
C -3.15 -1.23 4.93
C -3.48 0.09 5.05
Cl -4.54 0.62 6.28
C -2.97 1.05 4.10
C -3.21 2.45 4.14
C -2.65 3.27 3.19
C -1.94 2.69 2.14
N -1.67 1.38 2.08
C -2.12 0.56 3.11
C -1.67 -0.78 3.06
O -0.58 -0.98 2.20
H -3.54 -1.97 5.62
H -3.82 2.86 4.94
H -2.78 4.35 3.20
H -1.58 3.31 1.32
S 0.71 0.07 -0.62
C 0.50 1.06 -2.05
N 1.45 1.26 -2.89
C 1.32 2.26 -3.96
C -0.07 2.29 -4.50
N -1.06 2.32 -3.42
C -2.25 3.15 -3.71
C -1.91 4.62 -3.52
C -2.14 5.51 -4.57
C -1.83 6.85 -4.43
C -1.27 7.31 -3.25
C -1.03 6.43 -2.20
C -1.34 5.08 -2.35
C -0.86 1.72 -2.30
S -2.07 1.61 -1.07
C 2.74 0.55 -2.89
C 2.85 -0.31 -4.13
C 3.79 0.01 -5.11
C 3.84 -0.73 -6.27
C 2.96 -1.79 -6.46
C 2.02 -2.10 -5.51
C 1.96 -1.36 -4.33
H 2.05 1.98 -4.72
H 1.63 3.20 -3.50
H -0.34 1.42 -5.10
H -0.23 3.18 -5.12
H -3.05 2.79 -3.06
H -2.51 2.91 -4.74
H -2.58 5.15 -5.49
H -2.02 7.54 -5.23
H -1.02 8.35 -3.13
H -0.60 6.79 -1.28
H -1.13 4.40 -1.52
H 2.84 0.01 -1.95
H 3.50 1.33 -2.90
H 4.50 0.82 -4.95
H 4.55 -0.49 -7.04
H 3.02 -2.36 -7.38
H 1.36 -2.94 -5.65
H 1.21 -1.60 -3.57
C 0.00 -1.68 7.16
C 0.57 -2.59 6.30
C 0.98 -2.21 5.04
C 0.86 -0.90 4.64
C 0.30 0.04 5.50
C -0.14 -0.36 6.74
Ge 1.28 -0.39 2.83
C 2.29 -1.59 1.71
C 3.53 -1.17 1.23
C 4.38 -2.05 0.61
C 4.01 -3.38 0.47
C 2.78 -3.81 0.94
C 1.92 -2.92 1.57
C 1.79 1.51 2.71
C 1.50 2.46 1.73
C 2.02 3.75 1.78
C 2.91 4.09 2.78
C 3.23 3.15 3.74
C 2.64 1.89 3.75
H -0.34 -1.98 8.16
H 0.70 -3.61 6.61
H 1.45 -2.96 4.39
H 0.22 1.09 5.22
H -0.56 0.38 7.41
H 3.83 -0.13 1.38
H 5.35 -1.70 0.28
H 4.68 -4.09 0.00
H 2.49 -4.85 0.81
H 0.96 -3.25 1.95
H 0.82 2.22 0.94
H 1.72 4.46 1.03
H 3.38 5.08 2.83
H 3.92 3.42 4.54
H 2.92 1.19 4.53
C -3.85 -5.78 -0.82
C -2.39 -5.94 -1.22
C -1.48 -6.04 -0.02
C -1.92 -4.85 -2.18
N -2.01 -3.50 -1.55
C -1.11 -2.75 -0.95
N -1.70 -1.66 -0.56
N -3.00 -1.76 -0.90
N -3.19 -2.87 -1.50
H -4.20 -6.69 -0.32
H -4.50 -5.60 -1.67
H -3.97 -4.98 -0.10
H -2.30 -6.86 -1.81
H -1.56 -5.16 0.62
H -0.44 -6.16 -0.30
H -1.76 -6.88 0.61
H -2.54 -4.76 -3.07
H -0.87 -4.94 -2.48
H -0.06 -2.96 -0.87
*
```

---

4.
DFT (ωB97M-V with the def2-TZVPD basis set) results for a molecular structure, C50H47N7O3Sc at a distorted geometry.

Results
LUMO level in eV: -2.8
Energy above the lowest of the compared OMol25 structures with the same formula, charge and spin in eV: 0.000
E in a.u.: -3303.333346
Molar mass in g/mol: 838.93
Orbital gap in Ha: 0.2537

Geometry as ORCA input:
```
! wB97M-V def2-TZVPD RIJCOSX def2/J DEFGRID3
* xyz 1 1
Sc 0.16 -0.19 -0.01
C -4.27 -2.13 3.31
O -3.19 -1.88 2.44
C -2.94 -2.81 1.47
C -3.68 -3.96 1.26
C -3.37 -4.82 0.20
C -2.34 -4.52 -0.65
C -1.57 -3.36 -0.45
C -0.49 -3.07 -1.37
N 0.24 -2.01 -1.32
N 1.30 -2.03 -2.22
C 2.03 -0.97 -2.05
O 1.76 -0.02 -1.20
C 3.28 -0.85 -2.84
C 3.54 -1.69 -3.92
C 4.72 -1.55 -4.64
C 5.64 -0.57 -4.28
C 5.38 0.27 -3.21
C 4.20 0.13 -2.49
C -1.84 -2.50 0.62
O -1.11 -1.44 0.86
H -5.22 -2.21 2.77
H -4.32 -1.28 3.99
H -4.11 -3.05 3.89
H -4.51 -4.20 1.91
H -3.96 -5.72 0.06
H -2.10 -5.17 -1.48
H -0.24 -3.81 -2.13
H 2.82 -2.45 -4.18
H 4.92 -2.20 -5.48
H 6.56 -0.47 -4.84
H 6.10 1.03 -2.93
H 3.98 0.79 -1.66
C 2.11 -3.46 2.51
C 2.78 -2.79 3.52
C 2.87 -1.41 3.46
C 2.29 -0.73 2.40
N 1.62 -1.38 1.44
C 1.53 -2.71 1.51
C 2.40 0.74 2.25
C 3.25 1.47 3.06
C 3.32 2.84 2.91
C 2.59 3.42 1.89
C 1.82 2.62 1.06
N 1.67 1.31 1.28
C 1.14 3.24 -0.11
C 1.59 4.46 -0.61
C 0.90 5.06 -1.65
C -0.22 4.43 -2.16
C -0.56 3.20 -1.64
N 0.10 2.59 -0.65
H 2.02 -4.53 2.51
H 3.23 -3.33 4.34
H 3.37 -0.88 4.26
H 0.96 -3.18 0.72
H 3.86 0.98 3.81
H 3.94 3.44 3.56
H 2.62 4.49 1.76
H 2.48 4.93 -0.22
H 1.24 6.01 -2.05
H -0.80 4.87 -2.96
H -1.40 2.66 -2.04
C -0.65 -0.30 3.74
C -0.65 1.20 3.70
C -0.24 1.90 4.83
C -0.29 3.28 4.89
C -0.78 3.98 3.81
C -1.21 3.33 2.66
C -1.78 4.20 1.56
C -1.11 1.93 2.60
N -1.38 1.27 1.35
C -2.54 1.33 0.84
C -3.78 1.75 1.57
C -2.72 0.94 -0.62
C -3.95 1.49 -1.28
N -1.82 0.26 -1.23
C -2.14 -0.36 -2.49
C -1.28 -0.23 -3.59
C -0.11 0.72 -3.64
C -1.53 -0.99 -4.72
C -2.58 -1.87 -4.79
C -3.42 -2.00 -3.69
C -3.23 -1.25 -2.54
C -4.21 -1.48 -1.42
H 0.24 -0.67 4.25
H -0.72 -0.75 2.75
H -1.52 -0.65 4.30
H 0.11 1.33 5.68
H 0.04 3.80 5.78
H -0.85 5.06 3.85
H -1.08 5.01 1.32
H -2.70 4.67 1.91
H -2.00 3.67 0.64
H -3.56 1.88 2.63
H -4.53 0.97 1.46
H -4.20 2.67 1.19
H -3.97 2.57 -1.11
H -4.86 1.10 -0.85
H -3.94 1.30 -2.34
H -0.41 1.67 -4.08
H 0.68 0.30 -4.26
H 0.32 0.93 -2.66
H -0.86 -0.88 -5.57
H -2.75 -2.47 -5.67
H -4.25 -2.69 -3.72
H -4.41 -2.55 -1.32
H -5.16 -1.00 -1.66
H -3.88 -1.12 -0.45
*
```